No. 1
{"formula": "C3H5NO2", "method": "ωB97M-V/def2-TZVPD", "symbols": ["N", "C", "C", "O", "C", "O", "H", "H", "H", "H", "H"], "xyz": [[-2.29501, -0.48587, -1.64695], [-1.59567, -0.18506, -0.77579], [-0.70196, 0.14783, 0.36342], [-0.50908, 1.52692, 0.45797], [0.66382, -0.61612, 0.23136], [1.72585, 0.31153, 0.08897], [-1.21339, -0.20938, 1.26637], [0.44541, 1.66208, 0.31408], [0.63208, -1.31565, -0.61013], [0.84845, -1.18570, 1.14595], [1.99949, 0.34942, -0.83524]], "forces_ev_per_angstrom": [[0.727, 0.289, 0.835], [-0.599, -0.214, -0.761], [-0.090, -0.281, 0.021], [0.145, 0.062, 0.014], [-0.098, -0.191, 0.050], [0.123, -0.023, -0.264], [0.041, 0.050, -0.133], [-0.165, 0.063, 0.059], [-0.023, 0.113, 0.166], [-0.021, 0.138, -0.122], [-0.042, -0.006, 0.135]], "mulliken_charge": [-0.39, 0.05, 0.41, -0.54, -0.44, -0.59, 0.17, 0.37, 0.38, 0.26, 0.32], "orbital_gap_ev": 11.639, "smiles": "N#C[C@H](O)CO", "charge": 0}


No. 2
{"formula": "C15H14BClO3", "method": "ωB97M-V/def2-TZVPD", "symbols": ["Cl", "C", "C", "C", "C", "C", "O", "C", "C", "C", "O", "B", "C", "C", "C", "C", "C", "C", "O", "C", "H", "H", "H", "H", "H", "H", "H", "H", "H", "H", "H", "H", "H", "H"], "xyz": [[-2.79918, -0.14839, 1.26714], [-1.81716, -1.28107, 0.36675], [-2.29302, -2.06594, -0.75487], [-1.43665, -3.02060, -1.31006], [-0.08987, -3.14356, -0.93156], [0.33188, -2.35164, 0.17059], [1.67840, -2.40836, 0.56645], [2.54207, -1.87757, -0.39919], [2.73853, -0.32732, -0.35824], [2.97909, 0.23580, 1.09230], [1.90670, 1.01192, 1.43565], [1.12435, 1.00361, 0.29176], [-0.22718, 1.87198, 0.09105], [-0.69931, 2.44828, 1.26787], [-1.81878, 3.25907, 1.26893], [-2.49286, 3.36411, 0.05159], [-2.12043, 2.66059, -1.09498], [-0.96389, 1.87400, -1.04273], [1.57766, 0.24484, -0.81460], [-0.50586, -1.39050, 0.79694], [-3.30295, -1.86302, -1.04772], [-1.76236, -3.70843, -2.05289], [0.55278, -3.94147, -1.30329], [2.14213, -2.18904, -1.39094], [3.47286, -2.38923, -0.32662], [3.48593, 0.25182, -0.97456], [3.11509, -0.52933, 1.84699], [3.85136, 0.96509, 1.18157], [-0.08758, 2.37747, 2.19150], [-2.30396, 3.61138, 2.18046], [-3.28422, 4.00844, 0.02575], [-2.80399, 2.72648, -1.92598], [-0.50773, 1.55983, -2.00548], [-0.18184, -0.83925, 1.64041]], "forces_ev_per_angstrom": [[-0.190, -0.489, -0.604], [0.110, -0.946, -1.249], [1.125, 1.042, 2.061], [0.532, 0.687, 0.399], [-0.651, 0.736, 2.187], [0.091, 0.556, -0.843], [-1.140, 0.348, 0.528], [0.599, 0.508, -1.952], [2.029, -0.093, 0.469], [3.048, -0.091, 0.269], [-2.930, 0.547, -1.308], [-2.003, 1.262, -1.670], [2.448, -1.686, 2.505], [0.575, 0.955, 1.156], [-0.423, -1.006, -0.524], [1.554, -1.297, 0.140], [-0.122, 0.142, 1.192], [-0.387, 1.285, -2.742], [-2.309, 1.881, 1.980], [-0.078, -2.080, -1.187], [-0.346, -0.388, -0.360], [-0.564, -0.184, -0.624], [-0.155, 0.378, -0.086], [0.331, 0.660, 0.336], [0.917, -0.335, 0.454], [0.286, -2.097, 0.166], [0.129, -0.423, 0.016], [-0.472, -1.348, -0.536], [-0.512, -0.198, -0.665], [0.529, 0.350, -0.235], [-2.289, 1.408, -0.263], [0.347, -0.033, -0.469], [-0.560, -0.489, 0.840], [0.480, 0.435, 0.619]], "mulliken_charge": [-0.16, 0.59, -0.69, -0.50, -0.54, 0.23, -0.50, -1.01, 0.24, -0.60, -0.39, 0.77, 0.19, -0.26, -0.66, -0.36, -0.67, -0.28, -0.45, -0.75, 0.47, 0.41, 0.49, 0.39, 0.46, 0.46, 0.28, 0.25, 0.27, 0.36, 0.48, 0.40, 0.29, 0.78], "orbital_gap_ev": 9.547, "smiles": "Clc1cccc(OC[C@@H]2COB(c3ccccc3)O2)c1", "charge": 0}


No. 3
{"formula": "C3H9N3", "method": "ωB97M-V/def2-TZVPD", "symbols": ["H", "N", "C", "N", "H", "H", "H", "C", "C", "N", "H", "H", "H", "H", "H"], "xyz": [[2.39991, -2.20601, -0.85464], [2.59573, -1.22924, -1.09162], [1.67525, -0.67705, -1.84414], [1.15594, 0.63783, -1.66476], [0.67259, -1.36174, -1.81848], [1.85853, 1.34488, -1.42636], [0.53151, 1.00378, -2.38650], [-2.67038, 0.52887, 2.40930], [-1.86675, -0.05028, 1.47412], [-0.75091, 0.58369, 0.86113], [-3.24126, -0.16612, 2.96958], [-2.69801, 1.61307, 2.49214], [-2.03256, -1.11041, 1.37487], [-0.31278, 0.60970, -0.09196], [-1.01198, 1.51760, 0.77236]], "forces_ev_per_angstrom": [[0.141, 0.304, -0.973], [-0.559, 2.279, -1.555], [-3.657, -3.363, 5.027], [1.818, 0.486, -1.068], [1.990, 1.219, -1.564], [-0.195, -0.322, -0.019], [0.440, -0.526, 0.055], [1.595, -0.040, -2.302], [0.015, 0.250, 0.773], [-0.068, 0.101, -0.908], [-0.894, 0.038, 0.459], [-0.035, -0.253, 0.585], [0.646, -0.325, -0.356], [-0.768, -2.378, 0.769], [-0.469, 2.530, 1.078]], "mulliken_charge": [0.27, -0.59, 0.14, -0.55, 0.16, 0.24, 0.26, -0.79, 0.07, -0.45, 0.25, 0.23, 0.30, 0.21, 0.26], "orbital_gap_ev": 8.815, "smiles": "[H]/N=C/N.C=CN", "charge": 0}